# 1
Here is a molecular structure, C13H17IN6O2OsS at a distorted geometry from OMol25. Energies are from wB97M-V/def2-TZVPD.

```
41
C13H17IN6O2OsS, DFT wB97M-V/def2-TZVPD
Os -0.339 0.183 -0.423
N -2.839 3.687 -0.948
C -1.920 2.664 -0.711
S -2.587 1.076 -0.421
N -0.682 2.998 -0.715
N 0.402 2.085 -0.445
C 0.808 1.418 -1.633
C 1.822 0.274 -1.605
C 2.781 0.154 -2.629
C 3.705 -0.845 -2.555
C 3.635 -1.714 -1.457
C 2.662 -1.568 -0.516
N 1.730 -0.588 -0.561
H -3.762 3.453 -0.613
H -2.523 4.576 -0.586
H 0.447 1.720 -2.609
H 2.789 0.882 -3.430
H 4.481 -0.957 -3.300
H 4.350 -2.516 -1.342
H 2.569 -2.238 0.328
O 0.128 -1.663 -0.468
I -5.042 -3.660 1.498
C -3.794 -2.546 0.293
C -3.872 -2.391 -1.073
N -2.852 -1.593 -1.425
N -2.134 -1.207 -0.366
C -2.678 -1.796 0.686
H -4.556 -2.786 -1.803
H -2.589 -1.268 -2.340
H -2.240 -1.642 1.659
C 1.373 -0.702 2.954
C 0.945 0.490 2.112
C 1.005 1.800 2.880
O -0.362 0.267 1.584
H 2.393 -0.562 3.315
H 1.335 -1.620 2.365
H 0.709 -0.820 3.813
H 1.643 0.572 1.285
H 0.330 1.773 3.738
H 0.710 2.621 2.228
H 2.020 1.987 3.237
```

## Properties
LUMO energy (spin up / spin down) = -0.67 / -0.67 eV
HOMO energy (spin up / spin down) = -7.53 / -7.53 eV
Kohn-Sham gap (spin up / spin down) = 6.861 / 6.863 eV
Energy above the lowest of the compared OMol25 structures with the same formula, charge and spin = 519.0 kJ/mol

The Löwdin scheme yields these atomic charges, measured in e: atom 1 (Os): 1.516, atom 2 (N): 0.042, atom 3 (C): -0.849, atom 4 (S): 0.743, atom 5 (N): -0.022, atom 6 (N): -0.188, atom 7 (C): -0.259, atom 8 (C): -0.293, atom 9 (C): -0.027, atom 10 (C): -0.063, atom 11 (C): -0.050, atom 12 (C): -0.098, atom 13 (N): -0.100, atom 14 (H): 0.061, atom 15 (H): 0.087, atom 16 (H): 0.109, atom 17 (H): 0.116, atom 18 (H): 0.109, atom 19 (H): 0.109, atom 20 (H): 0.122, atom 21 (O): -0.413, atom 22 (I): 0.873, atom 23 (C): -0.753, atom 24 (C): -0.130, atom 25 (N): -0.010, atom 26 (N): -0.348, atom 27 (C): -0.195, atom 28 (H): 0.123, atom 29 (H): 0.157, atom 30 (H): 0.125, atom 31 (C): -0.051, atom 32 (C): -0.569, atom 33 (C): -0.057, atom 34 (O): -0.347, atom 35 (H): 0.081, atom 36 (H): 0.063, atom 37 (H): 0.081, atom 38 (H): 0.085, atom 39 (H): 0.079, atom 40 (H): 0.064, atom 41 (H): 0.078

***

# 2
Here is a single C5H7NO molecule from OMol25. Energies are from wB97M-V/def2-TZVPD.

```
14
C5H7NO, DFT wB97M-V/def2-TZVPD
C -0.737 -0.521 1.284
C 1.428 0.603 -0.415
C 0.946 -0.430 -1.285
C -0.387 -0.627 -1.182
N -0.829 0.190 -0.053
C 0.375 1.282 0.166
O 0.081 2.247 0.832
H -0.169 0.081 2.000
H -0.209 -1.458 1.112
H -1.728 -0.692 1.691
H 2.454 0.900 -0.271
H 1.584 -0.988 -1.962
H -1.080 -1.243 -1.738
H -1.729 0.655 -0.179
```

## Properties
LUMO energy = 0.81 eV
HOMO energy = -7.33 eV
Kohn-Sham gap = 8.133 eV
Energy above the lowest of the compared OMol25 structures with the same formula, charge and spin = 213.1 kJ/mol
Structure (SMILES) = C[N@@H+]1C=CC=C1[O-]

The Löwdin scheme yields these atomic charges, measured in e: atom 1 (C): -0.003, atom 2 (C): -0.067, atom 3 (C): -0.102, atom 4 (C): -0.126, atom 5 (N): -0.064, atom 6 (C): -0.445, atom 7 (O): 0.049, atom 8 (H): 0.095, atom 9 (H): 0.099, atom 10 (H): 0.088, atom 11 (H): 0.096, atom 12 (H): 0.107, atom 13 (H): 0.100, atom 14 (H): 0.172

***

# 3
Here is 6 unconnected molecules or ions with the total composition H14NO5 at a distorted geometry from OMol25. Energies are from wB97M-V/def2-TZVPD.

```
20
H14NO5, DFT wB97M-V/def2-TZVPD
N -0.142 1.242 -0.296
H -0.444 0.763 0.500
H -0.941 1.944 -0.635
H 0.796 1.678 -0.059
H 0.114 0.618 -1.068
H 2.046 -3.956 0.172
H 0.874 -4.578 -0.434
O 1.290 -3.756 -0.359
H -2.319 -1.502 0.640
H -0.976 -1.483 1.200
O -1.538 -0.924 0.721
H -3.175 2.985 -0.018
H -2.126 4.050 -0.196
O -2.187 3.116 0.078
H 0.749 -1.207 -2.810
H 1.197 -2.404 -1.902
O 1.126 -1.455 -1.951
H 2.580 1.412 1.860
H 1.400 1.756 2.737
O 1.676 1.704 1.819
```

## Properties
LUMO energy = -2.76 eV
HOMO energy = -14.36 eV
Total charge = +1
Kohn-Sham gap = 11.597 eV
Energy above the lowest of the compared OMol25 structures with the same formula, charge and spin = 112.8 kJ/mol

The Löwdin scheme yields these atomic charges, measured in e: atom 1 (N): 0.256, atom 2 (H): 0.046, atom 3 (H): 0.157, atom 4 (H): 0.136, atom 5 (H): 0.109, atom 6 (H): 0.047, atom 7 (H): 0.023, atom 8 (O): -0.006, atom 9 (H): 0.079, atom 10 (H): 0.021, atom 11 (O): -0.027, atom 12 (H): 0.102, atom 13 (H): 0.074, atom 14 (O): -0.072, atom 15 (H): 0.049, atom 16 (H): -0.004, atom 17 (O): -0.068, atom 18 (H): 0.052, atom 19 (H): 0.061, atom 20 (O): -0.034

***

# 4
Here is 9 unconnected molecules or ions with the total composition C3H25NO8 at a distorted geometry from OMol25. Energies are from wB97M-V/def2-TZVPD.

```
37
C3H25NO8, DFT wB97M-V/def2-TZVPD
C 2.577 2.116 1.132
C 2.718 1.676 -0.331
C 1.565 2.313 -1.201
N 1.243 1.898 1.657
H 2.782 3.186 1.203
H 3.255 1.578 1.819
H 2.699 0.645 -0.621
H 3.608 2.261 -0.559
H 0.638 2.112 -0.616
H 1.264 1.823 -2.128
H 1.615 3.405 -1.213
H 0.873 2.108 2.578
H 0.798 1.087 1.243
H -1.422 3.069 -0.085
H -1.213 1.601 -0.542
O -1.867 2.299 -0.450
H 0.861 -1.012 -1.910
H 1.664 0.078 -2.641
O 1.583 -0.876 -2.561
H -3.221 -2.372 -0.323
H -2.659 -1.219 0.604
O -2.461 -2.078 0.184
H -1.105 -2.871 2.038
H -1.660 -3.722 0.859
O -1.049 -3.715 1.594
H 0.771 -2.536 2.256
H 0.897 -1.152 2.821
O 1.385 -1.783 2.280
H -2.787 0.723 0.736
H -4.216 0.598 0.889
O -3.421 0.170 1.238
H -1.511 -1.085 -2.867
H -1.816 -2.501 -2.684
O -2.188 -1.635 -2.449
H 0.508 -2.567 -0.868
H -0.839 -1.888 -0.532
O 0.127 -1.732 -0.553
```

## Properties
LUMO energy (spin up / spin down) = -3.81 / -8.63 eV
HOMO energy (spin up / spin down) = -13.49 / -13.49 eV
Total charge = +1
Kohn-Sham gap (spin up / spin down) = 9.680 / 4.864 eV
Energy above the lowest of the compared OMol25 structures with the same formula, charge and spin = 0.0 kJ/mol
2S+1 = 2

The Löwdin scheme yields these atomic charges, measured in e: atom 1 (C): -0.152, atom 2 (C): -0.163, atom 3 (C): -0.054, atom 4 (N): 0.318, atom 5 (H): 0.152, atom 6 (H): 0.177, atom 7 (H): 0.104, atom 8 (H): 0.120, atom 9 (H): 0.025, atom 10 (H): 0.075, atom 11 (H): 0.095, atom 12 (H): 0.166, atom 13 (H): 0.131, atom 14 (H): 0.052, atom 15 (H): 0.013, atom 16 (O): -0.029, atom 17 (H): -0.028, atom 18 (H): -0.010, atom 19 (O): -0.068, atom 20 (H): 0.077, atom 21 (H): 0.015, atom 22 (O): -0.085, atom 23 (H): 0.012, atom 24 (H): 0.016, atom 25 (O): -0.052, atom 26 (H): 0.017, atom 27 (H): 0.019, atom 28 (O): -0.058, atom 29 (H): 0.025, atom 30 (H): 0.085, atom 31 (O): -0.043, atom 32 (H): 0.042, atom 33 (H): 0.062, atom 34 (O): -0.053, atom 35 (H): 0.083, atom 36 (H): -0.002, atom 37 (O): -0.084

***

# 5
Here is a molecular structure, C17H29F3N4O19S at a distorted geometry from OMol25. Energies are from wB97M-V/def2-TZVPD.

```
73
C17H29F3N4O19S, DFT wB97M-V/def2-TZVPD
C -3.185 -13.453 20.683
N -3.088 -14.538 19.657
O -2.842 -14.193 18.458
O -3.389 -15.668 20.018
H -2.224 -13.086 21.044
H -3.876 -13.696 21.490
H -3.678 -12.697 20.072
C -4.293 -12.041 23.675
N -4.036 -10.832 22.736
O -3.988 -11.063 21.495
O -3.657 -9.779 23.232
H -5.141 -11.572 24.175
H -3.664 -12.322 24.520
H -4.447 -12.883 23.000
C -4.423 -7.889 24.242
N -5.852 -8.222 23.863
O -6.048 -9.026 23.006
O -6.749 -7.769 24.558
H -4.300 -7.310 25.158
H -3.801 -7.643 23.382
H -4.116 -8.790 24.772
C -6.714 -11.148 21.924
N -5.878 -12.226 21.305
O -5.602 -13.272 21.918
O -5.512 -11.977 20.172
H -6.577 -10.212 21.382
H -6.307 -11.157 22.935
H -7.701 -11.611 21.906
C -5.867 -10.331 25.830
C -6.307 -11.532 26.700
C -7.537 -12.220 26.059
S -8.523 -10.877 25.228
O -9.752 -10.759 26.100
O -8.561 -11.081 23.841
C -7.265 -9.610 25.597
H -5.546 -10.745 24.874
H -5.083 -9.737 26.298
H -6.680 -11.208 27.671
H -5.433 -12.178 26.627
H -8.190 -12.787 26.722
H -7.065 -12.857 25.310
H -7.585 -9.199 26.554
H -7.357 -8.772 24.907
C -1.708 -16.138 22.826
C -3.199 -15.765 22.669
O -3.163 -14.401 22.955
C -2.186 -14.007 23.658
O -2.023 -12.976 24.253
O -1.209 -15.034 23.621
F -4.017 -16.398 23.586
H -1.142 -16.207 21.897
H -1.530 -17.113 23.282
H -3.509 -15.990 21.649
C -6.163 -14.972 23.016
C -6.909 -15.877 24.043
O -6.111 -15.528 25.211
C -5.884 -14.182 25.095
O -5.812 -13.336 25.953
O -5.695 -13.896 23.839
F -6.559 -17.190 23.699
H -6.888 -14.559 22.314
H -5.315 -15.466 22.543
H -7.977 -15.713 24.189
C -1.038 -11.647 25.262
C -0.518 -10.657 24.215
O -1.383 -9.614 24.393
C -2.410 -9.915 25.192
O -3.308 -9.147 25.469
O -2.313 -11.125 25.557
F -0.782 -11.206 23.053
H -0.455 -11.825 26.166
H -1.065 -12.685 24.933
H 0.552 -10.540 24.386
```

## Properties
LUMO energy = -0.62 eV
HOMO energy = -8.35 eV
Kohn-Sham gap = 7.731 eV

The Löwdin scheme yields these atomic charges, measured in e: atom 1 (C): 0.039, atom 2 (N): -0.325, atom 3 (O): 0.072, atom 4 (O): 0.033, atom 5 (H): 0.131, atom 6 (H): 0.062, atom 7 (H): 0.084, atom 8 (C): 0.070, atom 9 (N): -0.210, atom 10 (O): 0.036, atom 11 (O): 0.013, atom 12 (H): 0.054, atom 13 (H): 0.121, atom 14 (H): 0.064, atom 15 (C): 0.050, atom 16 (N): -0.337, atom 17 (O): 0.042, atom 18 (O): 0.056, atom 19 (H): 0.127, atom 20 (H): 0.125, atom 21 (H): -0.115, atom 22 (C): 0.071, atom 23 (N): -0.324, atom 24 (O): -0.130, atom 25 (O): 0.066, atom 26 (H): 0.117, atom 27 (H): 0.062, atom 28 (H): 0.114, atom 29 (C): -0.127, atom 30 (C): -0.195, atom 31 (C): -0.180, atom 32 (S): 0.750, atom 33 (O): -0.379, atom 34 (O): -0.331, atom 35 (C): -0.193, atom 36 (H): 0.046, atom 37 (H): 0.125, atom 38 (H): 0.127, atom 39 (H): 0.078, atom 40 (H): 0.117, atom 41 (H): 0.059, atom 42 (H): 0.112, atom 43 (H): -0.053, atom 44 (C): -0.003, atom 45 (C): -0.251, atom 46 (O): 0.056, atom 47 (C): -0.418, atom 48 (O): 0.081, atom 49 (O): 0.087, atom 50 (F): 0.067, atom 51 (H): 0.140, atom 52 (H): 0.145, atom 53 (H): 0.117, atom 54 (C): -0.035, atom 55 (C): -0.163, atom 56 (O): 0.135, atom 57 (C): -0.502, atom 58 (O): 0.005, atom 59 (O): -0.020, atom 60 (F): 0.039, atom 61 (H): 0.154, atom 62 (H): 0.117, atom 63 (H): 0.177, atom 64 (C): -0.101, atom 65 (C): -0.314, atom 66 (O): 0.182, atom 67 (C): -0.514, atom 68 (O): 0.087, atom 69 (O): 0.139, atom 70 (F): 0.117, atom 71 (H): 0.148, atom 72 (H): 0.028, atom 73 (H): 0.179

***

# 6
Here is a molecular structure, C6H24BaFO6 at a distorted geometry from OMol25. Energies are from wB97M-V/def2-TZVPD.

```
38
C6H24BaFO6, DFT wB97M-V/def2-TZVPD
Ba -12.780 -6.913 -3.878
F -11.546 -6.041 -1.670
C -10.226 -9.468 -4.568
O -10.375 -8.184 -4.086
H -9.660 -10.081 -3.866
H -11.138 -10.016 -4.803
H -9.665 -9.539 -5.500
H -9.601 -7.930 -3.579
C -13.419 -5.165 -7.259
O -13.728 -6.410 -6.531
H -13.004 -5.292 -8.259
H -14.304 -4.537 -7.359
H -12.683 -4.516 -6.783
H -14.463 -6.867 -6.946
C -9.632 -5.033 -5.096
O -10.983 -5.068 -4.620
H -9.352 -4.010 -5.349
H -8.983 -5.304 -4.263
H -9.435 -5.679 -5.952
H -11.062 -4.217 -4.182
C -13.131 -10.680 -2.469
O -12.683 -9.340 -2.433
H -12.668 -11.270 -1.678
H -14.214 -10.616 -2.579
H -12.820 -11.076 -3.435
H -12.542 -9.132 -1.506
C -16.263 -6.649 -3.981
O -15.454 -6.749 -2.858
H -17.249 -7.082 -3.816
H -16.190 -5.600 -4.270
H -15.855 -7.284 -4.767
H -15.673 -6.006 -2.290
C -13.231 -9.600 -6.583
O -13.802 -9.178 -5.311
H -14.064 -9.815 -7.251
H -12.692 -8.820 -7.120
H -12.636 -10.512 -6.546
H -14.321 -9.914 -4.976
```

## Properties
LUMO energy = -2.63 eV
HOMO energy = -11.83 eV
Total charge = +1
Kohn-Sham gap = 9.197 eV
Energy above the lowest of the compared OMol25 structures with the same formula, charge and spin = 24.3 kJ/mol

The Löwdin scheme yields these atomic charges, measured in e: atom 1 (Ba): 2.052, atom 2 (F): -0.812, atom 3 (C): -0.164, atom 4 (O): -0.247, atom 5 (H): 0.103, atom 6 (H): 0.056, atom 7 (H): 0.092, atom 8 (H): 0.108, atom 9 (C): -0.087, atom 10 (O): -0.264, atom 11 (H): 0.088, atom 12 (H): 0.087, atom 13 (H): 0.072, atom 14 (H): 0.078, atom 15 (C): -0.114, atom 16 (O): -0.317, atom 17 (H): 0.091, atom 18 (H): 0.090, atom 19 (H): 0.090, atom 20 (H): 0.087, atom 21 (C): -0.120, atom 22 (O): -0.258, atom 23 (H): 0.106, atom 24 (H): 0.088, atom 25 (H): 0.068, atom 26 (H): 0.093, atom 27 (C): -0.169, atom 28 (O): -0.229, atom 29 (H): 0.099, atom 30 (H): 0.099, atom 31 (H): 0.055, atom 32 (H): 0.102, atom 33 (C): -0.111, atom 34 (O): -0.252, atom 35 (H): 0.088, atom 36 (H): 0.083, atom 37 (H): 0.088, atom 38 (H): 0.082

***

Number 1: electronic energy -1770.860873 Eh. Number 2: electronic energy -324.643300 Eh. Number 3: electronic energy -439.126974 Eh. Number 4: electronic energy -785.591125 Eh. Number 5: electronic energy -3010.341917 Eh. Number 6: electronic energy -819.591514 Eh.